The following is a quantum chemistry calculation of the molecule C6H10O, from the OMol25 dataset.

Output
Molar mass, g/mol: 98.14
Relative energy (zero: lowest compared OMol25 entry of this formula, charge and spin), kcal per mole: 34.1
HOMO-LUMO gap, eV: 10.35
Charge: 0
E_tot, eV: -8429.7599
SMILES string: O[C@@H]1C=CCCC1
E_LUMO, eV: 1.003

Geometry as XYZ:
```
17
C6H10O wB97M-V/def2-TZVPD
O -1.8570 0.6237 0.2627
C -0.5904 1.2635 0.0490
C 0.1889 0.9065 -1.2102
C 0.7462 -0.2984 -1.3524
C 0.6462 -1.4027 -0.3250
C -0.1262 -0.9734 0.9292
C 0.2287 0.6829 1.1928
H -2.2906 0.3456 -0.5459
H -0.8170 2.3371 0.0709
H 0.3876 1.7013 -1.9304
H 1.3720 -0.5188 -2.2170
H 1.6524 -1.6541 0.0099
H 0.2396 -2.3016 -0.8233
H -1.1697 -1.3465 0.7684
H 0.1588 -1.4679 1.8498
H -0.0724 1.0927 2.1763
H 1.3029 1.0100 1.0951
```


The following is a quantum chemistry calculation of C32H33N4O2OsSe as an isolated structure, from the OMol25 dataset.

Output
Molar mass, g/mol: 774.83
Relative energy (zero: lowest compared OMol25 entry of this formula, charge and spin), kcal per mole: 62.4
HOMO-LUMO gap (spin up / spin down), eV: 6.32 / 6.19
Charge: -1
E_tot, eV: -111588.3563
E_LUMO (spin up / spin down), eV: 2.567 / 1.785
Spin multiplicity: 5

Geometry as XYZ:
```
73
C32H33N4O2OsSe wB97M-V/def2-TZVPD
Os -0.0090 -0.2882 1.4577
O -3.9044 -1.4810 0.1246
C -2.8743 -0.7918 0.2222
N -1.6670 -1.2786 0.5964
C -1.6932 -2.7105 0.8256
C -0.2939 -3.2205 0.9329
C 0.0523 -4.5484 0.7151
C 1.3773 -4.9245 0.8007
C 2.3326 -3.9628 1.1021
C 1.9229 -2.6654 1.3199
N 0.6327 -2.3107 1.2462
C -2.9471 0.6196 -0.1271
C -4.1796 1.4088 -0.1857
C -4.2221 3.5359 0.4666
C -3.0381 4.3428 0.8949
C -1.9378 3.9527 0.2620
N -1.8596 1.4758 -0.0272
H -2.2227 -3.2362 0.0241
H -2.2339 -2.9581 1.7529
H -0.7222 -5.2564 0.4551
H 1.6674 -5.9520 0.6243
H 3.3848 -4.2016 1.1607
H 2.6129 -1.8640 1.5421
H -5.0575 0.9074 -0.5803
H -5.1499 4.0973 0.3735
H -3.0769 5.1063 1.6584
H -0.9494 4.3584 0.4186
C 0.0805 1.8553 1.3962
C -1.2744 1.4771 1.2919
C -2.2095 2.7801 -0.6473
C -3.7510 2.7637 -0.7730
C -4.4542 2.1473 1.2140
C -3.5461 1.8550 2.3845
C -2.2289 1.6175 2.4135
C -5.8484 2.0198 1.6255
N -6.9583 1.9571 1.9163
H 0.4440 2.3122 2.3087
H 0.6116 2.1210 0.4882
H -1.6956 2.8443 -1.6083
H -4.1254 3.0648 -1.7480
H -4.0439 1.8959 3.3466
H -1.7794 1.4784 3.3908
Se 0.7670 -0.2027 3.6609
C -0.3618 0.1781 -3.0192
C 0.2401 -0.8452 -2.0569
C -0.2887 -2.2485 -2.3523
C 1.7514 -0.7834 -2.0425
C 2.4761 -1.1505 -3.1673
C 3.8588 -1.0531 -3.2153
C 4.5207 -0.5497 -2.1027
C 3.8437 -0.1690 -0.9553
C 4.6098 0.4184 0.2103
C 4.1924 1.8621 0.4936
C 4.5183 -0.4083 1.4963
C 2.4320 -0.3007 -0.8939
O 1.8198 0.0253 0.2125
H -1.4521 0.1742 -2.9504
H -0.0833 -0.0399 -4.0541
H -0.0072 1.1831 -2.7836
H -0.1044 -0.5708 -1.0609
H -0.0421 -2.5555 -3.3718
H -1.3753 -2.2841 -2.2449
H 0.1511 -2.9831 -1.6731
H 1.9395 -1.5127 -4.0384
H 4.4076 -1.3519 -4.0986
H 5.6017 -0.4476 -2.1220
H 5.6623 0.4374 -0.1009
H 3.1602 1.8891 0.8429
H 4.2714 2.4764 -0.4049
H 4.8333 2.2976 1.2626
H 3.5292 -0.3024 1.9432
H 5.2495 -0.0610 2.2301
H 4.7134 -1.4653 1.3005
```


> Among the records above, which one has the highest E_tot?

C6H10O


> Which of these has the highest charge?

C6H10O


> charge of number 1 (C6H10O)?

0